Here is 6 unconnected molecules or ions with the total composition C37H80N4O6 from the OMol25 dataset. Energies are from wB97M-V/def2-TZVPD.

Frontier orbital gap, eV: 8.652
Energy, hartree: -2127.708760
LUMO energy, eV: -3.3473

The geometry in ORCA input format:
```
! wB97M-V def2-TZVPD RIJCOSX def2/J DEFGRID3
* xyz 2 1
C 3.9467 -3.0663 5.4930
C 3.1871 -2.7360 4.2364
C 3.4781 -3.9523 3.3766
N 3.0699 -3.9752 1.8818
C 3.7509 -2.7240 1.1479
C 3.6451 -2.8363 -0.3405
C 4.3239 -4.0644 -0.8291
C 3.5394 -5.2984 -0.2882
C 3.4423 -5.2634 1.2475
C 1.5742 -3.8719 1.9005
H 3.4896 -3.8562 6.0462
H 3.9289 -2.1078 6.0773
H 4.9050 -3.4093 5.2438
H 3.5589 -1.8945 3.6894
H 2.1539 -2.6439 4.4253
H 2.9459 -4.8372 3.6316
H 4.5496 -4.0973 3.3766
H 4.7843 -2.8070 1.3622
H 3.3780 -1.8097 1.5614
H 4.1860 -1.9768 -0.6950
H 2.6394 -2.7444 -0.7876
H 5.3640 -4.0121 -0.5034
H 4.4793 -4.0917 -1.9161
H 4.0081 -6.2634 -0.6025
H 2.5540 -5.3457 -0.7666
H 4.4608 -5.5323 1.6064
H 2.6314 -5.9754 1.5213
H 1.0774 -4.6273 2.5448
H 1.2595 -4.0563 0.8903
H 1.2326 -2.9119 2.3095
C 3.6942 -0.9288 -7.6976
C 2.5454 -0.0783 -7.1558
C 2.9365 0.5868 -5.8868
N 1.9248 1.5081 -5.1329
C 0.7228 0.6581 -4.7292
C -0.2235 1.4346 -3.8097
C 0.5293 1.7895 -2.4782
C 1.8671 2.5344 -2.7215
C 2.7446 1.9163 -3.8771
C 1.6750 2.7261 -5.9367
H 3.4483 -1.4975 -8.6083
H 3.8893 -1.6076 -6.9283
H 4.6123 -0.4325 -7.9691
H 1.7234 -0.8024 -6.9595
H 2.1876 0.6396 -7.8970
H 3.8514 1.1367 -6.1363
H 3.2944 -0.2215 -5.1861
H 1.0175 -0.2902 -4.2713
H 0.1588 0.4429 -5.6135
H -1.0829 0.8691 -3.5347
H -0.6936 2.2231 -4.4512
H 0.8804 0.8328 -2.0544
H -0.0893 2.2906 -1.6923
H 2.5762 2.4690 -1.8932
H 1.7710 3.5993 -2.9094
H 3.2548 0.9900 -3.5576
H 3.5099 2.6784 -4.1944
H 1.0220 3.4495 -5.4051
H 1.1936 2.2996 -6.8039
H 2.5694 3.2119 -6.2691
C -3.9184 1.6262 3.8272
C -2.5582 0.9027 3.6983
C -1.5758 1.9189 4.3210
N -0.1337 1.6207 4.0902
C 0.2504 2.2535 2.7615
C -0.1002 3.7221 2.6172
C 0.2447 4.6129 3.8354
C 0.2671 3.8796 5.1904
C 0.6783 2.4288 5.0949
C 0.3286 0.2394 4.0791
H -3.9478 2.1775 4.7967
H -4.7066 0.9209 3.8575
H -4.1134 2.4817 3.1414
H -2.1759 0.6094 2.6552
H -2.5737 -0.0565 4.2763
H -1.7574 2.0692 5.4512
H -1.8367 2.8270 3.8693
H -0.1792 1.6156 1.9433
H 1.3123 1.9775 2.7338
H -1.2065 3.9221 2.5183
H 0.4330 4.1108 1.7763
H -0.4975 5.3598 3.8412
H 1.2104 5.0954 3.7716
H -0.7418 3.9900 5.6987
H 1.0206 4.3755 5.8518
H 0.6451 1.8935 6.0453
H 1.6889 2.4350 4.7399
H 0.2906 -0.1965 5.0746
H 1.3473 0.2358 3.7315
H -0.3059 -0.3259 3.3894
C -2.7981 2.5301 -1.2535
C -3.9438 1.7794 -0.6097
C -4.4491 0.7050 -1.5736
N -5.7010 -0.0034 -1.1304
C -5.4928 -0.5748 0.2235
C -6.1596 -1.0260 -2.1136
C -7.6518 -1.2721 -1.9124
C -8.2046 0.0290 -1.3156
C -6.9679 0.9262 -0.9642
H -1.9828 1.8898 -1.5519
H -2.2661 3.2271 -0.6278
H -3.1671 3.1496 -2.0741
H -4.7761 2.4355 -0.4714
H -3.6098 1.3861 0.3435
H -3.7019 -0.0841 -1.7465
H -4.6108 1.1701 -2.5650
H -5.4868 0.1692 1.0468
H -4.5084 -1.0751 0.3822
H -6.3094 -1.2961 0.3941
H -5.4779 -1.8694 -1.9763
H -5.9079 -0.6145 -3.0747
H -7.7819 -2.0910 -1.2085
H -8.0800 -1.5651 -2.8779
H -8.8465 -0.0518 -0.4137
H -8.7882 0.5084 -2.1173
H -6.8886 1.3683 0.0346
H -6.8902 1.6881 -1.6988
O -0.3898 -0.6027 -0.4683
C -1.3064 -0.9367 0.5093
O -0.8900 -1.2338 1.6622
O -2.4544 -1.0125 0.0224
H 0.4616 -0.4226 -0.0606
O 4.5646 0.5815 0.5981
C 3.2806 0.4740 1.0329
O 2.4174 0.5377 0.1369
O 3.1432 0.4567 2.3343
H 5.1788 0.3583 1.3261
*
```

Here are the Mulliken charges for atoms 1 to 99, given in e: -1.5154 0.4375 -1.2586 0.2801 -0.4567 -0.2536 -0.9434 -0.7789 -0.3900 -0.8035 0.4094 0.4029 0.3872 0.1370 0.2484 0.5803 0.5130 0.3822 -0.0042 0.3998 0.0599 0.3550 0.4122 0.4049 0.3891 0.3876 0.2834 0.2753 0.5866 0.0357 -1.4906 -0.0464 -0.7982 0.3850 -0.9447 -0.7892 0.4227 -0.8054 -0.8705 -0.9745 0.3705 0.4205 0.3722 0.2337 0.3243 0.4521 0.3604 0.3546 0.5006 0.4191 0.4506 -0.2324 0.2028 0.3375 0.4839 0.4800 0.3978 0.3707 0.4371 0.3167 -1.5396 0.6651 -1.5546 0.7174 -0.2516 -0.7762 -0.9374 -0.4925 -0.5262 -1.0408 0.4537 0.4382 0.3003 -0.4909 0.3288 0.4311 0.6621 -0.1973 0.5271 0.2625 0.6274 0.3386 0.4151 0.2129 0.4501 0.3973 0.3846 0.3528 0.5295 0.2428 -1.3739 0.5294 -1.3083 0.4258 -0.7351 -0.7014 -0.6880 -0.6483 -0.7246



Here is a gas-phase ion, C18H11F3NO2S (charge -1) from the OMol25 dataset. Energies are from wB97M-V/def2-TZVPD.

Frontier orbital gap, eV: 4.744
Energy, hartree: -1595.429057
Relative energy (zero: lowest compared OMol25 entry of this formula, charge and spin), kcal/mol: 17.6
LUMO energy, eV: 2.9280

The geometry in ORCA input format:
```
! wB97M-V def2-TZVPD RIJCOSX def2/J DEFGRID3
* xyz -1 1
F 3.6827 2.6678 2.1261
C 3.2572 2.0516 1.0036
F 3.9754 2.5627 -0.0275
F 3.6066 0.7507 1.0750
S 1.2976 2.4222 0.8119
N 1.4731 -1.1188 -2.7908
C 1.6961 -1.4901 -1.2895
O 2.2168 -2.5793 -1.1476
C 1.3234 -0.7455 0.0379
C 0.6462 0.5089 0.1753
C 0.2965 0.9730 1.5490
C 0.6723 0.1298 2.6812
C 1.1642 -1.1319 2.5004
C 1.6389 -1.4495 1.2035
C 2.0486 -0.5201 -3.6949
O 2.6575 -0.0626 -4.5994
H -0.6693 1.4827 1.7166
H 0.3463 0.4928 3.6581
H 1.2540 -1.8621 3.3283
H 2.2612 -2.3325 1.1481
C -0.2692 1.0038 -0.8777
C -1.1131 2.2259 -0.5863
C -2.4218 1.9018 -0.4023
C -2.6254 0.4805 -0.5707
C -1.4132 -0.1144 -0.9465
C -1.3798 -1.5090 -0.9862
C -2.4713 -2.2755 -0.5408
C -3.6571 -1.6495 -0.1458
C -3.7641 -0.2696 -0.2652
H 0.2870 1.0627 -1.8245
H -0.6936 3.2330 -0.5890
H -3.2378 2.5492 -0.0957
H -0.5164 -2.0756 -1.3211
H -2.3792 -3.3619 -0.4400
H -4.5151 -2.2333 0.1790
H -4.6749 0.2822 -0.0526
*
```

Mulliken charges in e: -0.2298 0.6721 -0.2481 -0.2142 -0.4124 -0.2795 0.1336 -0.5389 1.1379 0.4804 -0.3476 -1.2608 -0.3606 -1.3532 0.7840 -0.5317 0.3307 0.3368 0.3517 0.3077 0.8612 -1.0625 -0.9916 0.4895 0.2074 0.1138 -0.9309 -0.3946 -0.8877 0.4808 0.5387 0.4181 0.2997 0.3635 0.3603 0.3761



Here is 2 unconnected molecules or ions with the total composition C26H24OP from the OMol25 dataset. Energies are from wB97M-V/def2-TZVPD.

Frontier orbital gap, eV: 5.216
Energy, hartree: -1421.471345
LUMO energy, eV: -5.4803

The geometry in ORCA input format:
```
! wB97M-V def2-TZVPD RIJCOSX def2/J DEFGRID3
* xyz 1 1
C 3.5212 -0.0081 2.8772
O 2.1982 0.4750 2.8875
C 1.2935 -0.5327 2.8810
C -0.0871 -0.2969 2.8862
C -1.0432 -1.3406 2.8858
C -2.3859 -1.0527 2.8966
C -2.8222 0.2649 2.9065
C -1.9014 1.3047 2.9080
C -0.5576 1.0328 2.8982
H 4.2101 0.8386 2.8742
H 3.6997 -0.6140 3.7669
H 3.6863 -0.6102 1.9828
H 1.6592 -1.5485 2.8719
H -0.7115 -2.3638 2.8848
H -3.1115 -1.8501 2.9018
H -3.8764 0.4856 2.9169
H -2.2424 2.3269 2.9204
H 0.1680 1.8274 2.9062
C 4.5095 2.5850 -2.5212
C 3.6018 2.9017 -1.5300
C 2.7305 1.9349 -1.0566
C 2.7678 0.6623 -1.5815
P 1.5748 -0.5179 -0.9194
C 0.1479 -0.1354 -1.9560
C -1.0244 -0.7960 -1.6616
C -2.1539 -0.5717 -2.4307
C -2.1043 0.3183 -3.4851
C -0.9330 0.9911 -3.7665
C 0.1943 0.7622 -3.0003
C 2.1514 -2.0269 -1.7250
C 3.1743 -2.7070 -1.1016
C 3.6787 -3.8657 -1.6680
C 3.1531 -4.3381 -2.8540
C 2.1211 -3.6605 -3.4700
C 1.6208 -2.5031 -2.9040
C 3.6806 0.3430 -2.5633
C 4.5539 1.3052 -3.0343
H 5.1933 3.3337 -2.8865
H 3.5847 3.8947 -1.1131
H 2.0292 2.1662 -0.2689
H -1.0564 -1.4786 -0.8259
H -3.0749 -1.0798 -2.1982
H -2.9821 0.4950 -4.0851
H -0.8985 1.7081 -4.5700
H 1.1047 1.2967 -3.2098
H 3.5709 -2.3360 -0.1686
H 4.4694 -4.4077 -1.1763
H 3.5407 -5.2420 -3.2947
H 1.6905 -4.0409 -4.3813
H 0.8061 -1.9816 -3.3757
H 3.7253 -0.6602 -2.9500
H 5.2818 1.0466 -3.7856
*
```

Mulliken charges in e: -0.5133 -0.2705 -0.1849 0.7622 -0.3343 -0.7343 -0.2802 -0.7275 -0.2313 0.2806 0.3851 0.1374 0.4227 0.4290 0.4366 0.4419 0.4303 0.5016 -0.5292 -0.6797 -0.1595 -0.0165 0.6219 -0.1409 -0.1880 -0.6781 -0.5244 -0.7381 0.0665 -0.1242 0.1180 -0.7448 -0.5296 -0.7386 -0.0997 0.0010 -0.7281 0.4039 0.4266 0.4130 0.4141 0.4264 0.4085 0.4394 0.3100 0.2824 0.4214 0.4001 0.4310 0.3267 0.3220 0.4354



Here is a molecular structure, C2H2F2FeLiO from the OMol25 dataset. Energies are from wB97M-V/def2-TZVPD.

⟨S²⟩: 12.02
Frontier orbital gap (alpha / beta), eV: 11.229 / 7.224
Energy, hartree: -1622.210698
LUMO energy (alpha / beta), eV: -14.7761 / -19.5330

The geometry in ORCA input format:
```
! wB97M-V def2-TZVPD RIJCOSX def2/J DEFGRID3
* xyz 3 7
F 3.0548 -0.9035 1.1013
O 0.2275 0.2709 -0.8374
Fe 1.9213 0.0963 0.2378
Li 3.7768 -2.2950 1.8510
C -1.1415 0.1060 -0.7417
C -1.9062 1.0435 -0.2279
H -2.9761 0.7812 -0.2847
F -1.3658 -1.1839 -0.8717
H -1.5909 2.0845 -0.2269
*
```

Mulliken charges in e: -0.5532 -0.3110 1.6954 0.9359 0.8728 -0.3397 0.3571 -0.0179 0.3606



Here is a molecular structure, C20H30ClCuF5N5O25 from the OMol25 dataset. Energies are from wB97M-V/def2-TZVPD.

Frontier orbital gap, eV: 8.767
Energy, hartree: -5534.514243
Relative energy (zero: lowest compared OMol25 entry of this formula, charge and spin), kcal/mol: 0.0
LUMO energy, eV: -0.5270

The geometry in ORCA input format:
```
! wB97M-V def2-TZVPD RIJCOSX def2/J DEFGRID3
* xyz 0 1
Cu 2.6426 1.2307 -0.1497
Cl 4.4090 2.2757 -0.6475
C -0.1488 -5.0347 2.9508
N 0.6304 -5.0204 1.6625
O 1.3281 -5.9949 1.4108
O 0.5340 -4.0964 0.9394
H -0.2875 -6.0589 3.2915
H -1.0156 -4.4274 2.9660
H 0.4851 -4.5642 3.6873
C 3.2728 3.5995 2.4076
N 1.7926 3.4821 2.6105
O 1.1872 2.8073 1.7561
O 1.2912 4.0401 3.5841
H 3.6509 4.5388 2.8026
H 3.4199 3.4813 1.3337
H 3.6112 2.7203 2.9467
C 2.1340 -4.7862 -1.9809
N 0.7182 -5.1282 -2.1463
O 0.0023 -4.3462 -2.6859
O 0.3489 -6.2616 -1.8351
H 2.7215 -5.2336 -2.7692
H 2.4485 -5.3632 -1.0895
H 2.3080 -3.7426 -1.7731
C -0.6032 -1.2149 0.6029
N 0.7419 -1.0596 -0.0016
O 1.3261 -1.9232 -0.6007
O 1.1385 0.1157 0.1399
H -0.3230 -1.2769 1.6426
H -1.1297 -2.1434 0.4014
H -1.1745 -0.3393 0.2528
C -1.1519 2.0054 4.6211
N -2.2852 1.2146 4.1704
O -3.1378 1.8348 3.5001
O -2.4866 0.0954 4.6151
H -1.6496 2.9046 4.9699
H -0.4165 2.3144 3.8175
H -0.7542 1.3627 5.3964
C -1.3334 3.0761 -1.8916
C -0.0030 2.8767 -2.5939
O 0.8727 3.5859 -1.7480
C 0.2115 4.5094 -0.9686
O 0.6538 5.4216 -0.3057
O -1.0852 4.1867 -1.0552
F 0.0194 3.4484 -3.7926
H -1.6802 2.2620 -1.2499
H -2.1231 3.2608 -2.6444
H 0.2690 1.8208 -2.6544
C -0.6681 -2.3571 -5.1824
C 0.5073 -1.4693 -5.6936
O 0.8558 -0.8140 -4.4689
C -0.1924 -0.8662 -3.5653
O -0.2449 -0.3303 -2.4827
O -1.0755 -1.6309 -4.0619
F 0.0759 -0.5031 -6.5735
H -0.3673 -3.3529 -4.8962
H -1.4926 -2.4258 -5.8609
H 1.3620 -1.9428 -6.1043
C -3.4934 4.8334 1.4158
C -2.3370 4.9453 2.4618
O -1.5787 3.8371 2.2004
C -2.1421 2.9738 1.3169
O -1.8007 1.8954 1.0021
O -3.3044 3.5152 0.8793
F -2.7303 4.8448 3.7657
H -3.2704 5.5799 0.6395
H -4.4772 4.9082 1.7895
H -1.7056 5.8407 2.3806
C 5.7320 -0.2575 -3.1729
C 4.3221 -0.6104 -2.6875
O 4.4190 -2.0679 -2.6269
C 5.3359 -2.4904 -3.5540
O 5.3121 -3.6055 -3.9908
O 6.2152 -1.4896 -3.9001
F 3.3987 -0.2835 -3.6189
H 6.3925 -0.0624 -2.3498
H 5.9096 0.5481 -3.8672
H 4.0852 -0.2173 -1.6536
C -4.7935 -0.6154 2.2520
C -5.1850 -1.4833 3.4436
O -4.0092 -2.1783 3.8396
C -3.0537 -1.9644 2.8186
O -2.0146 -2.4449 2.8591
O -3.4790 -1.0886 1.8871
F -6.1609 -2.3592 3.0765
H -4.6954 0.3783 2.5067
H -5.5893 -0.6521 1.5280
H -5.4424 -0.9931 4.3528
*
```

Mulliken charges in e: 0.1485 -0.5275 -0.7135 0.8846 -0.5342 -0.4825 0.3715 0.1896 0.2982 -0.8723 0.8535 -0.1399 -0.5248 0.2869 0.2174 0.3330 -0.5916 1.0385 -0.6034 -0.5869 0.3726 0.2939 0.0723 -0.9847 0.5872 -0.3638 -0.1233 0.5228 0.2484 0.3175 -0.7792 1.1527 -0.5427 -0.6039 0.2961 0.0436 0.4476 -0.1035 1.0089 -0.3335 0.7543 -0.5883 -0.3093 -0.3539 -0.0618 0.3641 -0.3355 -0.3559 0.2606 -0.2723 0.7368 -0.5674 -0.3251 -0.3049 0.1802 0.3276 0.3723 -0.5304 0.2001 0.0067 0.2930 -0.4374 -0.3426 -0.3452 0.2487 0.4154 0.2980 -0.4918 1.1294 -0.2005 0.5601 -0.5281 -0.3667 -0.1711 0.2884 0.3133 -0.3609 -0.3865 0.2234 -0.3810 0.5524 -0.3928 -0.2420 -0.3320 0.1751 0.3856 0.3245



Listing max |F| for the structures above in their given order: 0.0648; 0.1259; 0.0835; 0.1626; 0.0901 Eh/bohr.